No. 1
128
Properties=species:S:1:pos:R:3 method="wB97M-V/def2-TZVPD" homo_energy_ev=-4.25 largest_force_ha_per_bohr=0.037 total_charge=-1 mol_weight_g_mol=1064.7
H 3.954 2.363 -1.363
H 4.857 1.836 2.455
H 2.059 4.103 1.783
H 12.260 -3.154 -1.646
C 1.109 -2.625 -0.802
H 6.077 -0.584 1.258
C 5.999 0.103 2.095
C -0.844 0.598 -0.380
H -1.805 0.800 0.073
I -1.983 3.672 -1.603
C -3.855 4.203 -4.965
C 2.494 3.219 1.307
H 8.719 1.191 1.001
H 1.053 3.240 3.808
C 1.477 5.167 -2.642
H -6.904 1.330 -1.618
H -0.847 5.447 1.401
H -2.855 -0.554 0.983
H 1.816 3.085 -2.122
H -8.327 0.591 -0.872
C -3.178 -2.327 5.200
H -7.426 -1.617 -1.590
H 0.223 0.073 2.474
C -0.028 3.248 3.916
H -2.464 -5.474 5.026
C -4.669 0.261 -1.321
C -4.452 -2.486 6.001
C 8.802 0.108 0.914
H -5.650 3.218 -8.046
C -8.315 -6.155 0.976
Nb 0.657 2.112 0.524
H 1.038 5.910 -1.986
C 4.384 2.617 -0.398
H -5.989 5.530 -7.165
H -1.832 -3.257 4.068
H -7.872 -5.838 1.921
H -2.956 -2.177 1.549
H -2.014 -0.984 2.496
H 0.267 4.732 -0.527
H 5.175 0.658 -0.297
H 7.673 1.195 2.915
H 8.957 -3.085 0.007
H 11.481 -3.043 -3.231
C 0.646 -1.319 -0.928
I -0.043 2.993 -4.058
H -0.922 0.749 -1.457
C -3.200 -4.787 4.604
H 2.966 2.659 2.107
H -2.489 4.752 1.463
C -0.618 -3.032 0.794
H 11.530 -4.615 -0.017
H -0.311 2.442 4.581
H -4.108 -4.842 5.196
O -5.103 -2.098 -1.304
C -0.450 -0.838 -0.197
H 1.670 0.963 2.853
C -1.533 4.821 1.961
C -1.102 -1.724 0.677
H 1.961 -2.967 -1.367
H 11.414 -4.563 -2.326
H 5.288 -0.344 2.784
H 1.168 -0.667 -1.610
H -3.637 4.501 -3.943
H -7.528 -6.529 0.332
H -7.841 -6.113 -1.927
H -4.309 -3.190 6.821
H 3.102 4.329 -0.439
C 4.621 1.325 0.364
C -7.593 0.495 -1.674
H 5.373 3.021 -0.621
C -4.818 3.854 -7.734
C 0.074 3.764 -0.982
H -3.426 -5.109 3.585
H 1.820 1.445 -0.723
H -4.214 3.172 -4.959
H 7.308 -0.344 3.751
C 10.619 -4.311 0.487
H 3.701 0.805 0.609
H 1.264 5.429 -3.667
C -8.765 -4.480 -0.863
H 8.255 -0.214 0.029
C -2.293 -1.316 1.502
H -9.018 -6.965 1.179
H -1.726 5.300 2.919
H -4.377 4.304 -8.626
H -4.070 3.235 -7.251
H -7.581 -4.505 -2.618
H 0.850 -4.499 0.195
N -2.675 -3.437 4.592
C -4.902 5.123 -5.545
H -4.718 -1.517 6.411
H -2.931 4.259 -5.541
H -4.958 0.890 -0.477
H -4.745 0.839 -2.243
H 1.767 -0.293 1.615
C 3.563 3.699 0.321
O -9.433 -3.533 -1.249
O -5.398 6.041 -4.914
N -9.004 -5.043 0.352
C -5.547 -0.964 -1.391
H -5.266 -2.835 5.365
P -0.915 3.097 2.289
C 7.376 0.153 2.792
H -8.122 0.539 -2.629
H -3.635 -0.043 -1.187
N -6.886 -0.764 -1.555
C 10.110 -3.000 -1.614
C 1.131 0.481 2.035
N -5.289 4.887 -6.832
H 10.882 -3.798 1.413
H 6.297 2.143 1.448
O -2.614 -1.256 5.084
H 2.555 5.226 -2.509
H -0.303 4.198 4.365
C 5.462 1.470 1.635
C -7.648 -5.065 -1.691
H 4.278 4.350 0.833
H 10.044 -5.204 0.742
H -6.697 -4.975 -1.166
O 9.347 -2.256 -2.204
C 0.478 -3.494 0.083
O 8.378 -0.556 2.083
C 11.403 -3.476 -2.239
N 9.830 -3.437 -0.357
C 0.984 3.750 -2.288
H -9.758 -4.604 0.855
H -1.111 -3.709 1.483
H 9.850 -0.126 0.757



No. 2
141
Properties=species:S:1:pos:R:3 method="wB97M-V/def2-TZVPD" homo_energy_ev=-9.83 largest_force_ha_per_bohr=0.129 smiles="O=S1(=O)CCCC1.O=S1(=O)CCCC1.CCOC(=O)OC.CCOC(=O)OC.CCOC(=O)OC.CCOC(=O)OC.CCOC(=O)OC.CNC(C)=O.CNC(C)=O.CNC(C)=O" total_charge=0 mol_weight_g_mol=980.2
O 6.609 4.057 -1.131
H -0.082 -4.395 -1.599
C -0.295 -10.233 -2.285
H 2.493 3.134 -2.721
C 4.062 3.609 -1.260
H 0.862 -1.587 3.067
H -4.796 6.186 -2.648
O -1.154 -0.533 -0.362
O 3.509 -5.362 -4.429
O 7.053 3.333 -3.244
C -3.833 5.869 -2.247
N -4.017 -2.577 0.081
H -1.479 5.115 3.063
H -5.328 3.742 4.588
H -2.026 4.971 0.629
C -5.425 2.689 4.324
C -4.106 3.439 -2.543
C -7.809 2.670 4.348
S -0.133 7.106 3.013
H 3.638 -0.538 0.637
N -3.997 4.480 -1.728
H -3.831 2.148 -0.880
H 3.753 0.135 -0.991
C -4.229 2.039 -1.888
S -0.022 -9.788 -3.997
H -2.850 -1.276 1.253
H -5.266 1.792 -1.658
C 7.935 4.558 -0.822
H 8.367 3.731 -0.257
H 9.018 1.326 1.085
H -9.444 4.778 4.868
H -0.379 5.736 0.292
O 3.641 -3.872 -2.841
C 0.369 -3.567 -1.052
C 0.102 -1.423 3.831
H 0.160 -2.195 4.598
O -4.091 3.596 -3.770
H -4.711 1.166 3.071
H -5.318 2.172 5.278
H -8.421 5.278 6.173
H -0.792 -1.715 3.279
C 4.228 -0.542 -0.280
H 5.212 -2.309 -0.214
C 4.414 -6.248 -3.831
H 4.442 2.973 -0.461
H -4.268 -1.727 1.992
H 5.919 -6.663 -5.283
C -1.044 0.941 -0.447
H 7.893 5.375 -0.102
H 3.982 -7.229 -4.030
H -4.265 4.429 -0.755
C -1.495 1.580 0.868
C -0.592 -7.696 -2.366
O 1.352 -10.182 -4.459
C 3.286 -4.156 -3.941
O 0.594 0.878 3.500
C -0.134 -8.908 -1.515
O 5.914 -0.394 1.926
H 3.495 -2.563 -0.826
H 8.131 0.648 2.458
H -3.579 6.515 -1.407
C -8.845 4.396 5.694
H 1.600 -2.056 -3.586
H 0.625 -4.027 -0.098
C -3.710 -4.900 -0.695
C -1.304 5.751 0.868
H 1.024 -7.588 -3.853
H -2.578 1.464 0.918
H -1.875 7.433 -0.223
H 1.738 -1.652 -5.369
H -2.119 1.989 5.616
C 0.063 -0.013 4.231
O 4.928 3.340 -2.424
C 6.270 3.428 -2.334
H 4.636 -2.019 -1.879
C -1.798 7.186 0.836
H 6.192 -4.998 -4.641
H -4.340 -0.666 0.438
C -0.251 -1.250 -0.984
H -9.248 3.823 6.530
O 1.295 7.084 2.932
H 2.992 -1.439 -4.080
C 2.213 -2.082 -4.487
C 5.825 -6.000 -4.422
H -4.342 2.869 2.405
H -2.969 -5.670 -0.484
O -0.978 7.530 4.153
H 4.294 -6.034 -2.769
H -0.035 -6.832 -2.002
O -6.702 2.541 3.742
H -1.109 9.115 1.957
H -3.500 -4.625 -1.729
H 6.328 -6.633 -3.690
C -3.890 -1.485 0.999
C 6.203 0.123 0.828
C -3.577 -3.806 0.343
H 1.824 3.630 -1.249
H -1.019 -0.149 6.050
H -3.204 5.924 -3.135
H -4.699 -5.357 -0.646
H 0.860 -8.723 -1.109
H -0.019 8.401 0.954
O -3.043 -4.108 1.399
C -1.051 1.831 5.465
C -0.729 5.476 2.359
H -1.327 -10.521 -2.082
N -0.800 0.394 5.227
O -0.539 -2.553 -0.691
H 0.036 1.035 -0.562
H -3.314 2.226 3.628
C 2.638 3.024 -1.646
H -0.506 2.110 6.367
H -1.408 2.666 0.850
C -0.036 -7.826 -3.760
O 7.241 0.869 0.493
H 0.366 -11.072 -2.069
H 7.721 2.238 1.905
O -7.655 3.770 5.159
H 2.486 1.947 -1.566
H 8.544 4.935 -1.644
H -0.626 -7.321 -4.525
O -8.929 2.200 3.942
H -3.857 1.104 -2.306
H -2.823 7.358 1.164
H 1.258 -3.268 -1.608
H -0.861 2.441 4.582
H -4.668 -2.547 -0.691
C -4.332 2.173 3.244
H 0.275 5.052 2.374
O 0.669 -0.808 -1.663
H -1.660 -7.484 -2.318
O 2.598 -3.390 -4.798
H -0.785 -8.845 -0.643
H -1.710 1.260 -1.248
H 4.033 4.684 -1.080
O -1.187 -10.326 -4.712
H -1.047 1.192 1.783
C 4.387 -1.936 -0.821
C -0.849 8.118 1.602
O 5.427 0.114 -0.223
C 8.038 1.255 1.557



No. 3
128
Properties=species:S:1:pos:R:3 method="wB97M-V/def2-TZVPD" homo_energy_ev=-8.99 largest_force_ha_per_bohr=0.070 total_charge=0 mol_weight_g_mol=731.0
H -10.638 -16.378 -15.364
H -6.656 -12.624 -13.362
H -13.208 -16.277 -8.985
H -5.136 -13.960 -16.403
C -6.970 -16.953 -5.359
O -4.642 -19.264 -10.661
H -12.701 -21.082 -12.376
H -9.578 -17.980 -7.365
H -12.497 -17.815 -6.472
C -8.844 -17.199 -7.166
C -16.338 -17.732 -12.804
H -10.765 -14.682 -17.693
C -14.507 -19.204 -8.676
H -9.091 -20.588 -7.687
H -13.766 -22.494 -12.074
O -16.738 -16.718 -14.922
C -6.449 -17.239 -16.353
C -5.371 -14.897 -16.908
O -12.301 -13.788 -14.087
H -7.840 -19.979 -11.107
C -11.456 -16.976 -15.765
H -5.561 -14.652 -17.954
H -6.093 -19.264 -12.102
C -9.852 -13.818 -13.917
H -9.253 -12.987 -13.546
H -11.819 -18.497 -11.106
H -15.448 -17.870 -10.073
O -13.400 -21.052 -15.086
H -14.832 -18.221 -15.953
H -12.796 -16.657 -5.146
H -7.067 -21.116 -16.043
C -8.811 -17.357 -12.713
C -7.207 -20.765 -15.021
H -5.824 -17.775 -11.283
H -6.468 -15.349 -13.834
C -9.904 -17.466 -11.654
H -3.691 -18.990 -13.033
H -17.364 -17.467 -12.550
C -6.609 -15.704 -16.494
H -16.147 -18.780 -12.574
C -11.219 -18.234 -11.977
H -6.299 -17.633 -17.359
H -14.136 -24.013 -14.453
C -6.213 -14.781 -12.940
H -9.819 -16.096 -17.693
H -6.752 -19.778 -14.937
H -12.508 -23.929 -13.893
C -13.605 -21.606 -12.686
H -9.271 -14.640 -13.500
H -5.587 -17.496 -15.737
O -9.725 -16.964 -10.542
H -13.952 -18.010 -14.426
H -12.423 -14.160 -11.520
H -15.298 -20.221 -6.976
H -9.876 -13.804 -15.007
H -9.383 -16.544 -6.482
C -14.916 -18.265 -14.867
H -11.769 -17.584 -12.658
C -12.854 -16.815 -6.223
O -11.729 -14.744 -6.602
H -11.016 -13.021 -11.425
H -9.176 -17.408 -13.739
O -9.903 -21.262 -10.828
H -4.833 -17.892 -13.671
H -12.346 -16.754 -15.177
H -6.753 -15.959 -5.750
C -5.297 -18.609 -11.746
C -4.284 -18.118 -12.757
H -11.042 -19.149 -12.542
C -13.399 -21.942 -14.209
H -6.024 -17.439 -5.121
C -11.792 -16.578 -17.209
C -7.693 -17.774 -6.447
H -15.362 -21.195 -8.509
C -11.411 -13.939 -11.860
C -8.049 -20.011 -10.037
C -14.800 -20.477 -7.911
C -13.215 -23.440 -14.563
O -7.682 -15.155 -16.173
H -14.427 -20.897 -12.588
H -8.131 -18.204 -12.633
H -11.215 -18.036 -15.681
H -8.187 -16.480 -12.543
O -12.768 -17.057 -17.801
H -8.791 -22.807 -13.761
H -10.738 -14.770 -11.651
H -10.282 -21.883 -13.613
O -5.354 -12.982 -11.863
H -7.343 -17.618 -15.858
H -5.100 -13.135 -13.929
H -10.919 -15.917 -19.006
H -7.190 -20.507 -9.584
C -11.302 -13.815 -13.378
H -10.756 -20.331 -8.227
H -13.884 -20.975 -7.594
C -12.261 -15.940 -8.564
O -13.327 -18.921 -8.841
C -12.248 -15.741 -7.058
C -15.665 -18.406 -9.149
H -13.934 -16.710 -6.323
C -16.032 -17.432 -14.245
C -5.838 -13.310 -13.145
H -4.991 -12.093 -11.876
O -7.240 -18.889 -6.771
H -3.666 -17.300 -12.388
O -9.263 -19.692 -14.529
H -10.127 -21.907 -8.169
H -12.903 -23.636 -15.589
H -6.999 -14.828 -12.186
C -10.821 -15.743 -17.934
H -5.327 -15.231 -12.492
H -11.965 -14.981 -8.988
H -8.142 -19.034 -9.563
C -9.838 -20.887 -8.422
C -9.422 -22.070 -14.257
H -4.103 -18.638 -10.173
H -9.711 -22.626 -15.148
H -15.083 -19.302 -14.575
H -7.449 -16.954 -4.379
C -9.327 -20.801 -9.848
H -8.508 -16.699 -8.075
H -15.886 -17.578 -8.475
H -6.670 -21.458 -14.374
H -4.506 -15.551 -17.017
H -16.564 -19.000 -9.310
H -15.682 -17.109 -12.196
H -11.563 -16.753 -8.766
C -8.686 -20.776 -14.606